[1]
Density functional theory data (ωB97M-V/def2-TZVPD) for a single C15H18ClN3O5 molecule at a distorted geometry.

Geometry as XYZ:
```
42
Properties=species:S:1:pos:R:3:lowdin_charge:R:1
C -3.434 2.072 -3.409 -0.313
C 3.276 -2.730 5.090 -0.271
C -0.751 0.464 -1.912 -0.408
C 2.012 -2.980 4.558 -0.585
O -4.588 1.312 -3.080 -0.102
H -2.530 0.472 -4.549 0.136
C 4.118 -1.810 4.437 -0.197
H 0.606 -2.535 3.001 0.114
O 5.337 -1.640 5.047 -0.092
C -3.801 2.962 -4.612 -0.126
H 5.843 0.279 4.449 0.099
O -1.633 -1.138 -0.338 0.093
H 6.527 -1.043 3.458 0.099
C 3.693 -1.171 3.289 0.026
H 7.130 -0.761 5.110 0.096
H -2.624 -0.223 -2.148 0.148
C -0.704 -0.435 -0.669 -0.381
H -3.497 3.995 -4.459 0.115
C 1.583 -2.342 3.411 -0.046
H -5.685 2.891 -5.739 0.111
H -3.181 2.665 -2.522 0.155
C 1.991 -0.756 1.567 -0.092
C -5.319 2.803 -4.720 -0.152
H -6.509 1.231 -3.726 0.123
C -5.516 1.403 -4.141 -0.201
O 0.195 1.168 -2.229 0.054
H 1.145 0.351 -0.498 0.148
C 6.249 -0.737 4.471 -0.076
H -5.307 0.637 -4.903 0.123
Cl 0.991 -4.106 5.366 0.728
H 4.581 -3.054 6.419 0.114
N -1.903 0.349 -2.573 0.094
H -5.824 3.537 -4.092 0.114
H -3.314 2.587 -5.513 0.114
H 2.700 -0.057 1.105 0.130
C 2.421 -1.433 2.768 -0.210
H 4.333 -0.466 2.783 0.108
H -1.373 1.722 -4.001 0.131
O 3.686 -3.358 6.212 0.068
N 0.492 -0.305 -0.049 0.045
N 0.839 -0.959 1.065 0.079
C -2.254 1.138 -3.725 -0.112
```

As for the HOMO energy: -8.1 eV. The SMILES is COc1cc(/C=N/NC(=O)C(=O)NC[C@H]2CCCO2)cc(Cl)c1O.



[2]
Density functional theory data (ωB97M-V/def2-TZVPD) for a molecular structure, C15H18ClN5O5OsS2.

Geometry as XYZ:
```
47
Properties=species:S:1:pos:R:3:lowdin_charge:R:1
H -2.388 -4.569 -1.018 0.099
H 1.205 4.584 2.354 0.112
H 4.344 1.232 -0.557 0.071
C -0.310 -2.773 -0.777 -0.285
N -1.085 2.202 2.020 -0.218
C 4.488 0.494 -1.345 -0.308
C -3.957 -3.347 -0.244 -0.094
C -1.450 2.021 3.298 -0.066
C 2.447 -0.681 -0.622 -0.769
C -0.893 2.788 4.299 -0.049
N 3.785 -0.719 -0.956 -0.043
N 0.453 -1.706 -0.505 -0.237
O -2.374 2.297 -2.474 -0.332
C 0.448 3.874 2.654 -0.032
S 1.811 0.759 0.114 0.584
C -3.286 -1.166 0.454 -0.125
H 5.554 0.254 -1.367 0.103
C 0.218 -3.998 -1.451 -0.047
C -0.140 3.095 1.682 -0.025
O -0.337 1.832 -3.574 -0.333
H 1.188 -3.784 -1.890 0.056
O -0.327 2.913 -1.485 -0.376
O -0.945 0.603 -1.668 -0.498
Os -0.362 -0.191 0.378 0.874
H 2.969 1.291 -2.662 0.060
H -1.205 2.617 5.319 0.109
H 3.980 -1.524 -1.535 0.119
H -4.722 -4.102 -0.378 0.095
Cl -0.997 1.942 -2.308 0.668
N -2.014 -1.408 0.115 -0.100
N 1.775 -1.765 -0.888 0.015
C -4.288 -2.091 0.299 -0.084
H -3.468 -0.180 0.863 0.104
H 0.530 4.329 4.754 0.104
H -0.460 -4.331 -2.240 0.071
C -2.664 -3.610 -0.602 -0.029
S -0.072 -0.804 2.453 -0.015
H 4.578 1.980 -2.919 0.067
H 0.078 3.140 0.624 0.095
C 0.070 3.729 3.981 -0.069
H 4.215 0.345 -3.491 0.068
C 4.035 1.061 -2.685 -0.095
H -5.299 -1.848 0.591 0.089
O -1.632 1.427 1.105 -0.304
H -2.174 1.236 3.446 0.119
H 0.342 -4.824 -0.744 0.082
C -1.667 -2.624 -0.420 -0.230
```

Its multiplicity is 2. As for the HOMO energy (spin up / spin down): -3.6 / -2.8 eV. The relative energy (zero: lowest compared OMol25 entry of this formula, charge and spin) comes out at 7.6 kJ/mol. Its net charge is -1. Its expectation value of S² is 1.1365.



[3]
Density functional theory data (ωB97M-V/def2-TZVPD) for a single C15H18F2N2O3 molecule at a distorted geometry.

Geometry as XYZ:
```
40
Properties=species:S:1:pos:R:3:lowdin_charge:R:1
H -1.660 2.623 -1.097 0.110
H -3.994 -1.613 -0.391 0.082
C -1.867 1.725 -1.682 -0.195
H -0.679 -2.718 -1.329 0.115
C 2.287 0.699 3.546 -0.163
H -0.392 -1.598 0.577 0.118
H 2.769 0.287 0.198 0.118
N 0.459 -1.119 0.313 0.125
F 4.193 3.223 3.841 0.155
C -2.470 -0.703 -1.595 -0.366
C -2.995 -1.858 -0.746 -0.049
H -3.255 -0.467 -2.331 0.147
H -2.705 1.944 -2.350 0.112
C 0.793 -1.161 -1.016 -0.437
H -2.374 -2.046 0.128 0.060
O 1.800 -0.676 -1.477 0.074
O 3.089 1.388 4.443 0.169
H -0.381 -1.129 2.758 0.112
H 0.222 1.229 -1.862 0.099
H -1.715 0.196 -3.989 0.123
C 1.119 -0.492 1.367 -0.210
C 0.542 -0.581 2.636 -0.020
H -0.015 -0.272 -3.807 0.123
O 4.023 1.539 2.396 0.179
F 5.301 1.443 4.216 0.155
C -2.249 0.570 -0.760 -0.155
C 4.125 1.878 3.710 -0.650
C 2.864 0.792 2.284 -0.144
C -0.910 0.031 -3.262 -0.175
C 1.115 0.013 3.752 0.019
C -0.250 -1.880 -1.880 -0.096
N -1.322 -1.068 -2.412 -0.129
H -3.057 -2.766 -1.340 0.085
H -0.419 2.127 -3.236 0.113
C -0.646 1.342 -2.513 -0.172
H -1.455 0.416 -0.027 0.100
H 0.668 -0.059 4.728 0.123
H -3.166 0.808 -0.218 0.116
H 0.294 -2.281 -2.742 0.133
C 2.314 0.213 1.169 0.099
```

As for the HOMO energy: -8.3 eV. The relative energy (zero: lowest compared OMol25 entry of this formula, charge and spin) comes out at 0.0 kJ/mol. The SMILES is C[C@H]1CCCCN1CC(=O)Nc1ccc2c(c1)OC(F)(F)O2.



[4]
Density functional theory data (ωB97M-V/def2-TZVPD) for a single C15H18N2O5 molecule at a distorted geometry.

Geometry as XYZ:
```
40
Properties=species:S:1:pos:R:3:lowdin_charge:R:1
O -0.370 3.747 1.374 -0.036
H -3.611 0.540 -1.109 0.035
O -2.549 -0.662 -2.902 -0.213
H 1.572 3.052 -0.219 0.165
H -0.761 1.610 2.971 0.101
O 0.474 -0.328 1.371 -0.041
C 2.609 -3.746 0.865 -0.096
H -3.923 2.024 1.132 0.114
O 2.333 0.808 0.479 -0.047
H 1.715 0.855 -1.682 0.171
C 3.699 -3.983 -0.287 -0.057
C -1.833 1.613 2.492 -0.105
H 4.474 -4.860 -0.210 0.089
H -2.530 2.408 2.998 0.096
C -3.004 2.614 0.650 -0.130
H -0.284 -1.844 -1.867 0.144
H -2.971 3.646 1.242 0.107
H 4.488 -3.129 -2.465 0.097
H 0.260 2.632 -1.503 0.141
N -1.738 1.785 0.961 -0.196
C -3.455 -0.571 -1.524 -0.087
C 3.727 -2.999 -1.584 -0.014
H -3.149 2.750 -0.508 0.092
C -0.675 -1.294 -0.883 -0.003
C -0.514 2.610 0.634 -0.244
H 2.666 -4.523 1.774 0.114
H -4.291 -0.424 -2.305 0.128
C 0.665 2.305 -0.428 -0.049
O 2.126 0.639 3.037 0.047
C 1.257 0.812 -0.576 -0.178
H 2.499 -1.058 -2.300 0.095
C 1.724 0.394 1.789 -0.204
H -2.294 0.540 2.701 0.112
N 1.552 -2.715 1.043 0.089
C -1.785 -0.134 -1.652 -0.108
C 1.654 -1.811 -0.135 -0.144
H -1.372 -1.998 -0.257 0.148
H -1.501 1.088 -1.572 0.151
C 2.590 -1.837 -1.431 -0.005
C 0.526 -0.557 -0.115 -0.276
```

As for the HOMO energy: -8.6 eV. The relative energy (zero: lowest compared OMol25 entry of this formula, charge and spin) comes out at 2110.9 kJ/mol. The SMILES is CN(C)C(=O)C[C@H]1OC(=O)O[C@]1(C[C@@H]1CO1)c1ccccn1.



[5]
Density functional theory data (ωB97M-V/def2-TZVPD) for a single C15H18N4O2S molecule at a distorted geometry.

Geometry as XYZ:
```
40
Properties=species:S:1:pos:R:3:lowdin_charge:R:1
H 3.070 1.295 3.772 0.116
H -1.365 -0.269 -8.179 0.077
N 0.425 0.066 0.676 0.140
C -0.804 -0.067 -4.280 -0.030
H 2.430 -0.849 1.781 0.142
O 2.590 -0.437 6.630 -0.138
C -1.768 1.183 0.361 -0.329
C 0.558 -0.085 2.021 -0.526
C 3.165 0.358 4.327 -0.104
N 1.712 -0.706 2.503 0.073
H 4.192 -0.024 4.170 0.110
H 3.813 1.207 6.206 0.120
C -2.151 0.169 -6.279 -0.289
H 2.105 1.433 5.905 0.120
H 0.843 -2.201 4.348 0.115
N 2.154 -0.651 3.867 -0.140
C -0.648 0.552 -0.029 -0.426
H -3.767 1.433 -3.526 0.091
H 1.486 -2.150 6.830 0.122
C -2.996 0.910 -4.103 -0.039
C -1.613 0.738 -2.033 -0.497
H -2.865 0.755 -8.220 0.077
H -0.110 -0.676 -6.271 0.125
C 2.917 0.696 5.834 -0.181
H 0.157 -0.357 -3.863 0.107
C 1.553 -1.291 6.170 -0.192
C 1.751 -1.773 4.735 -0.134
H 2.517 -2.569 4.793 0.115
C -2.360 -0.085 -7.744 -0.057
C -3.150 0.704 -5.473 -0.048
H -4.089 0.915 -5.938 0.105
C -1.788 0.517 -3.478 -0.224
N -0.549 0.282 -1.365 0.103
H 1.042 -0.449 0.095 0.130
S -2.812 1.509 -1.001 1.046
O -0.250 0.435 2.746 0.077
H 0.608 -0.760 6.213 0.119
C -0.942 -0.213 -5.672 -0.033
H -2.995 -0.978 -7.902 0.092
H -2.069 1.430 1.370 0.067
```

As for the HOMO energy: -8.0 eV. The relative energy (zero: lowest compared OMol25 entry of this formula, charge and spin) comes out at 309.3 kJ/mol. The SMILES is Cc1ccc(-c2nc(NC(=O)NN3CCOCC3)cs2)cc1.



[6]
Density functional theory data (ωB97M-V/def2-TZVPD) for a single C15H18N4O4 molecule at a distorted geometry.

Geometry as XYZ:
```
41
Properties=species:S:1:pos:R:3:lowdin_charge:R:1
H 5.675 -2.784 0.799 0.077
H -1.508 2.096 -1.729 0.145
H 3.214 -0.695 2.245 0.147
O 4.139 -1.018 -0.808 0.061
C -5.254 -1.119 1.182 -0.104
C -1.279 -0.986 -0.759 -0.121
H -1.233 -1.103 0.256 0.086
C -2.331 0.054 -1.021 -0.153
H -1.726 -2.028 -0.945 0.140
C 2.950 0.877 0.702 -0.158
H -0.111 0.018 -2.136 0.076
C -5.876 0.154 1.261 -0.096
H -5.448 -1.918 1.946 0.111
H 4.698 2.364 -1.529 0.175
C -3.633 -0.215 -0.375 -0.107
O 0.386 1.510 0.028 0.032
H -3.542 -2.255 0.383 0.109
H -5.748 2.338 0.512 0.149
C -4.070 -1.280 0.481 -0.041
C -4.186 1.068 -0.138 -0.286
H 5.011 -1.842 2.015 0.084
H 0.890 -2.445 -1.162 0.056
N -3.371 1.979 -0.628 0.063
C -5.403 1.200 0.502 -0.034
H -3.476 3.008 -0.577 0.179
H 2.262 1.313 1.304 0.103
O 3.711 3.181 0.722 0.142
C 3.827 2.098 0.241 -0.461
C 0.888 0.514 -0.529 -0.334
H -6.697 0.245 1.859 0.063
N 5.169 -2.009 1.042 0.178
H 2.702 -0.246 -1.030 0.046
O 4.811 1.870 -0.646 0.079
C -2.195 1.455 -1.108 -0.030
N 1.023 -1.663 -1.760 0.057
C 3.816 -0.209 1.434 -0.032
C 0.048 -0.586 -1.385 -0.232
N 2.214 0.279 -0.384 0.095
H 4.678 0.093 1.964 0.115
H 0.689 -2.142 -2.623 0.096
C 4.287 -1.170 0.393 -0.474
```

As for the HOMO energy: -7.6 eV. The relative energy (zero: lowest compared OMol25 entry of this formula, charge and spin) comes out at 483.9 kJ/mol. The SMILES is NC(=O)C[C@H](NC(=O)[C@@H](N)Cc1c[nH]c2ccccc12)C(=O)O.